A structure of composition C37H37IN2O3PTb at a distorted geometry, computed with ωB97M-V/def2-TZVPD.

Structure (XYZ):
```
82
C37H37IN2O3PTb ωB97M-V/def2-TZVPD
Tb -0.463 -0.280 1.489
C 3.781 -2.894 -0.296
N 2.365 -2.621 -0.507
C 1.479 -3.780 -0.544
C 1.838 -1.414 -0.345
O 0.611 -1.202 -0.389
C 2.744 -0.193 -0.188
O 2.328 0.489 0.986
C 2.516 1.882 0.932
C 1.352 2.451 0.118
O 0.325 1.775 0.071
N 1.563 3.566 -0.587
C 2.733 4.404 -0.388
C 0.637 3.981 -1.629
H 3.944 -3.961 -0.422
H 4.078 -2.627 0.720
H 4.400 -2.369 -1.023
H 1.492 -4.275 0.429
H 1.811 -4.473 -1.317
H 0.464 -3.461 -0.762
H 2.568 0.428 -1.074
H 3.804 -0.432 -0.116
H 3.489 2.130 0.502
H 2.474 2.245 1.961
H 3.081 4.356 0.642
H 2.453 5.435 -0.594
H 3.552 4.131 -1.059
H -0.192 3.283 -1.665
H 1.157 3.995 -2.590
H 0.253 4.977 -1.419
I 1.679 -1.935 2.895
C -1.841 -1.306 3.213
C -1.578 -1.071 4.549
C -2.404 -1.518 5.604
C -3.535 -2.229 5.336
C -3.881 -2.526 3.998
C -5.053 -3.256 3.701
C -5.407 -3.529 2.409
C -4.590 -3.084 1.359
C -3.429 -2.391 1.613
P -2.417 -1.816 0.193
C -2.269 -3.288 -0.878
C -1.902 -3.110 -2.215
C -1.600 -4.199 -3.015
C -1.634 -5.482 -2.486
C -1.968 -5.668 -1.152
C -2.276 -4.579 -0.351
C -3.596 -0.718 -0.661
C -3.626 0.605 -0.164
C -4.528 1.492 -0.767
C -5.349 1.091 -1.806
C -5.320 -0.219 -2.267
C -4.452 -1.124 -1.679
C -3.032 -2.071 2.946
H -0.684 -0.521 4.839
H -2.131 -1.293 6.628
H -4.182 -2.572 6.135
H -5.678 -3.592 4.521
H -6.311 -4.084 2.188
H -4.879 -3.293 0.336
H -1.857 -2.107 -2.623
H -1.332 -4.051 -4.054
H -1.392 -6.334 -3.109
H -1.990 -6.667 -0.735
H -2.528 -4.725 0.692
H -3.078 0.347 1.874
H -4.617 2.498 -0.378
H -6.043 1.799 -2.244
H -5.971 -0.530 -3.074
H -4.440 -2.149 -2.029
C -2.786 0.929 0.998
C -2.280 2.229 1.340
C -2.239 3.344 0.471
C -1.694 4.549 0.863
C -1.082 4.703 2.104
C -1.085 3.621 2.973
C -1.688 2.426 2.618
H -2.655 3.253 -0.524
H -1.750 5.395 0.188
H -0.653 5.652 2.403
H -0.648 3.725 3.960
H -1.778 1.638 3.365
```

Output
- E_HOMO (spin up / spin down) (eV) = -6.21 / -6.20
- Kohn-Sham gap (spin up / spin down) (hartree) = 0.231 / 0.231
- multiplicity = 7

***

A cluster of 40 separate species, H80O40 in total at a distorted geometry, computed with ωB97M-V/def2-TZVPD.

Structure (XYZ):
```
120
H80O40 ωB97M-V/def2-TZVPD
H 6.453 1.521 -0.776
H 5.177 1.792 0.045
O 6.009 2.279 -0.261
H -5.130 -2.567 -0.370
H -4.340 -3.856 -0.526
O -5.179 -3.495 -0.340
H 3.499 -3.258 -2.281
H 4.189 -2.107 -1.183
O 3.468 -2.691 -1.586
H -0.692 -4.025 -1.256
H -2.209 -4.161 -0.559
O -1.254 -4.031 -0.331
H -5.224 1.051 4.751
H -3.740 1.159 4.979
O -4.424 0.793 4.332
H -3.001 -3.451 2.515
O -3.403 -3.566 3.337
H -6.385 1.828 -1.896
O -6.561 1.477 -0.942
H -1.129 -0.071 3.263
H -2.705 -0.197 2.447
O -2.173 -0.384 3.252
H -3.376 4.278 0.118
H -3.542 4.979 -1.250
O -4.050 4.647 -0.429
H 4.786 0.562 -1.612
H 3.943 -0.388 -2.485
O 4.819 0.159 -2.405
H -5.349 -1.934 -2.839
H -6.012 -0.589 -2.930
O -5.241 -0.980 -2.408
H 1.095 -0.922 -2.307
O 0.587 -1.126 -1.514
H 1.980 -4.539 4.621
H 2.054 -3.035 4.564
O 2.548 -3.841 4.190
H 3.684 5.277 0.472
H 3.701 4.401 -0.806
O 3.682 5.332 -0.490
H 4.213 -4.999 -1.300
H 3.062 -4.811 -0.005
O 3.374 -5.373 -0.824
H -0.649 1.720 -6.540
H -2.294 1.867 -6.151
O -1.391 2.217 -6.496
H 0.732 1.038 2.015
H 1.077 -0.082 2.865
O 0.303 0.487 2.669
H -3.333 -1.661 -2.676
H -2.454 -1.550 -3.975
O -2.977 -2.240 -3.358
H 0.429 2.766 1.159
O 1.218 2.294 0.941
H -1.376 -2.455 0.583
H -1.621 -1.238 1.212
O -1.925 -1.735 0.550
H -1.421 -0.851 -6.697
O -1.207 -0.924 -5.874
H -0.112 -4.297 3.665
H -1.154 -5.399 3.946
O -0.080 -5.273 3.901
H -1.685 2.746 0.823
H -1.928 3.518 -0.288
O -1.813 3.744 0.600
H 0.824 0.492 5.084
H 2.109 -0.185 4.635
O 1.206 -0.289 5.181
H -2.943 1.873 3.391
H -2.751 3.286 2.942
O -2.365 2.656 3.505
H -1.336 -0.645 -1.490
H -0.613 0.346 -0.726
O -1.326 0.314 -1.441
H 5.234 3.127 -3.011
H 4.592 1.880 -2.797
O 4.390 2.806 -2.933
H -3.762 2.500 -3.280
H -3.391 3.495 -4.515
O -3.636 3.397 -3.657
H -1.469 -1.705 4.165
H -0.370 -1.796 5.109
O -0.745 -2.283 4.398
H 4.298 -0.183 1.299
H 3.538 -0.822 0.272
O 4.264 -0.290 0.361
H 2.912 2.273 -1.539
H 1.692 1.421 -1.112
O 2.565 1.433 -1.222
H 0.074 4.717 1.901
O -0.029 4.094 2.488
H -1.126 2.979 -2.988
H -1.700 2.291 -1.680
O -1.695 3.183 -2.187
H 1.882 2.890 0.567
H -4.252 -3.084 3.002
H -0.478 -1.442 -5.849
H -6.198 0.561 -0.920
H 0.713 -2.216 -1.495
H -0.899 3.533 2.406
O 1.677 -4.266 1.310
H 1.475 -5.218 1.359
H 1.870 -4.221 2.272
O 2.005 -1.428 0.930
H 2.165 -2.374 0.852
H 1.556 -0.967 0.387
O 1.057 0.963 -3.582
H 0.293 1.213 -3.065
H 1.478 1.796 -3.770
O 4.077 -1.588 4.378
H 4.286 -1.825 3.494
H 4.924 -1.075 4.635
O 2.243 3.095 3.185
H 1.295 3.369 3.293
H 2.826 3.062 4.029
O 1.512 4.276 -2.488
H 1.260 4.345 -3.360
H 2.422 4.480 -2.499
O -0.357 -3.397 -2.679
H -1.160 -3.008 -3.113
H 0.347 -3.670 -3.280
```

Output
- E_HOMO (spin up / spin down) (eV) = -0.50 / -8.33
- Kohn-Sham gap (spin up / spin down) (hartree) = 0.073 / 0.359
- multiplicity = 2
- charge = -1

***

An isolated molecule of C4H8OS at a distorted geometry, computed with ωB97M-V/def2-TZVPD.

Structure (XYZ):
```
14
C4H8OS ωB97M-V/def2-TZVPD
C -0.554 0.870 -0.162
C 1.997 1.604 -0.753
C -1.677 -1.356 0.260
C -0.493 -0.520 0.534
O 0.564 1.401 -0.780
S 3.209 0.440 -0.231
H -1.444 1.282 -0.585
H 2.056 1.993 -1.710
H -1.975 -1.278 -0.802
H -2.648 -0.873 0.712
H -1.667 -2.362 0.611
H 0.299 -1.083 0.252
H -0.247 -0.350 1.635
H 2.581 0.231 1.018
```

Output
- E_HOMO (spin up / spin down) (eV) = -7.65 / -7.37
- Kohn-Sham gap (spin up / spin down) (hartree) = 0.310 / 0.281

***

A cluster of 2 separate species, C7H17NO3P in total at a distorted geometry, computed with ωB97M-V/def2-TZVPD.

Structure (XYZ):
```
29
C7H17NO3P ωB97M-V/def2-TZVPD
C 2.379 -2.645 -0.386
C -0.293 -1.866 1.887
C -1.049 2.482 1.248
C -2.582 1.347 -0.418
C 1.529 -1.344 -0.985
C -0.467 -1.520 0.326
C -1.455 1.971 -0.164
N 0.729 -0.797 0.037
O 1.078 2.382 -0.558
O 0.035 1.229 -2.462
O -0.639 3.706 -2.035
P -0.311 2.355 -1.529
H 3.370 -2.652 -0.877
H 2.417 -2.513 0.655
H 1.870 -3.591 -0.607
H -1.150 -2.277 2.292
H 0.429 -2.538 1.903
H -0.144 -0.888 2.317
H -1.938 3.077 1.579
H -1.067 1.544 1.937
H -0.186 3.065 1.181
H 0.569 0.231 -0.061
H -2.841 1.111 -1.405
H -3.406 1.250 0.288
H 0.948 -1.714 -1.822
H 2.168 -0.554 -1.170
H -1.423 -0.922 0.306
H -0.445 -2.386 -0.309
H 1.873 2.455 -1.167
```

Output
- E_HOMO (spin up / spin down) (eV) = 0.56 / -4.60
- Kohn-Sham gap (spin up / spin down) (hartree) = 0.093 / 0.142
- multiplicity = 3
- charge = -1

***

An isolated molecule of C6H13NOSi at a distorted geometry, computed with ωB97M-V/def2-TZVPD.

Structure (XYZ):
```
22
C6H13NOSi ωB97M-V/def2-TZVPD
C 0.477 0.950 -3.126
C -0.057 0.893 -1.889
N -0.185 -0.151 -0.940
C -0.552 -1.367 -1.443
O -0.627 -2.349 -0.732
Si -0.013 -0.211 0.901
C 0.287 1.618 1.367
C -1.721 -0.479 1.704
C 1.536 -1.314 1.299
H 0.553 1.934 -3.729
H 0.947 0.036 -3.575
H -0.366 1.725 -1.381
H -0.599 -1.262 -2.582
H 0.424 2.326 0.582
H -0.474 2.008 2.014
H 1.249 1.791 1.996
H -2.188 -1.527 1.648
H -1.659 -0.213 2.683
H -2.516 -0.012 1.051
H 1.312 -2.295 0.851
H 2.427 -0.704 0.982
H 1.746 -1.399 2.319
```

Output
- E_HOMO (eV) = -9.05
- Kohn-Sham gap (hartree) = 0.364
- structure (SMILES) = C=CN(C=O)[Si](C)(C)C

***

What did the fourth record say?
A cluster of 2 separate species, C7H17NO3P in total at a distorted geometry, computed with ωB97M-V/def2-TZVPD.

Structure (XYZ):
```
29
C7H17NO3P ωB97M-V/def2-TZVPD
C 2.379 -2.645 -0.386
C -0.293 -1.866 1.887
C -1.049 2.482 1.248
C -2.582 1.347 -0.418
C 1.529 -1.344 -0.985
C -0.467 -1.520 0.326
C -1.455 1.971 -0.164
N 0.729 -0.797 0.037
O 1.078 2.382 -0.558
O 0.035 1.229 -2.462
O -0.639 3.706 -2.035
P -0.311 2.355 -1.529
H 3.370 -2.652 -0.877
H 2.417 -2.513 0.655
H 1.870 -3.591 -0.607
H -1.150 -2.277 2.292
H 0.429 -2.538 1.903
H -0.144 -0.888 2.317
H -1.938 3.077 1.579
H -1.067 1.544 1.937
H -0.186 3.065 1.181
H 0.569 0.231 -0.061
H -2.841 1.111 -1.405
H -3.406 1.250 0.288
H 0.948 -1.714 -1.822
H 2.168 -0.554 -1.170
H -1.423 -0.922 0.306
H -0.445 -2.386 -0.309
H 1.873 2.455 -1.167
```

Output
- E_HOMO (spin up / spin down) (eV) = 0.56 / -4.60
- Kohn-Sham gap (spin up / spin down) (hartree) = 0.093 / 0.142
- multiplicity = 3
- charge = -1